[1]
Here is a structure of composition C16H46N2O8 in a non-equilibrium geometry from the OMol25 dataset. Energies are from the ωB97M-V functional and the def2-TZVPD basis.

Summary:
* charge: 0
* E_tot: -1347.79106 hartree
* orbital gap: 6.34 eV

The geometry in XYZ format:
```
72
Properties=species:S:1:pos:R:3:forces:R:3:lowdin_charge:R:1
C -2.896495 -2.627397 0.490563 -0.8 1.0 -1.2 -0.13
O -1.586395 -2.859304 0.908669 0.0 -0.6 0.3 -0.15
C -0.965091 -1.647528 1.335225 0.8 -1.5 0.9 -0.17
C 0.495776 -1.904470 1.874910 -0.7 -2.4 2.4 -0.19
N 0.457824 -2.819375 3.053901 0.0 0.1 -1.1 -0.03
C 1.643696 -2.862704 3.923642 0.1 -0.5 -1.0 -0.18
C 2.955322 -3.183351 3.178159 0.5 -0.5 0.6 -0.22
O 3.019322 -4.494739 2.653654 -0.9 -1.7 0.0 -0.21
C 3.156981 -5.594626 3.622984 -0.5 2.0 -0.1 -0.06
H -3.432667 -3.453121 0.022806 0.6 -0.7 0.5 0.10
H -2.895772 -1.913037 -0.332721 0.0 0.2 -0.2 0.05
H -3.582740 -2.152226 1.191555 0.2 -0.2 0.8 0.10
H -1.563610 -1.217619 2.138376 0.0 0.2 0.1 0.15
H -0.800618 -0.957521 0.507627 -2.1 -1.1 0.6 0.07
H 0.922044 -0.980171 2.264879 -0.6 -2.6 -0.1 0.05
H 1.172324 -2.327350 1.132237 -0.6 0.0 0.5 0.08
H 0.560811 -3.712801 2.594235 -0.8 -0.7 0.3 0.09
H 1.311974 -3.727490 4.498276 0.9 0.2 0.9 0.10
H 1.836740 -1.989589 4.546940 -0.5 0.1 0.0 0.12
H 3.848185 -3.052836 3.789608 0.0 0.2 0.7 0.12
H 3.143770 -2.527658 2.328074 -0.3 -0.4 0.6 0.07
H 2.625589 -5.376472 4.549344 0.2 0.5 0.3 0.07
H 4.227325 -5.642917 3.823344 -0.1 -0.8 0.0 0.09
H 2.606497 -6.489255 3.331934 0.7 0.0 -0.9 0.09
C -2.549160 8.011951 -3.641494 0.1 0.4 -0.4 -0.12
O -1.911801 7.393593 -2.540078 -0.2 0.3 -0.5 -0.19
C -1.643589 6.007055 -2.644686 -1.0 0.0 1.2 -0.21
C -1.096837 5.567935 -1.234412 2.1 -0.6 -1.8 -0.17
N -0.630479 4.178813 -1.280626 -1.5 -1.2 -0.3 -0.11
C -0.113108 3.690314 -0.015728 0.3 -0.3 0.1 -0.18
C -0.026701 2.153587 0.086243 0.5 2.6 1.7 -0.22
O 0.566405 1.830394 1.310694 0.0 1.3 0.6 -0.08
C 0.850032 0.435649 1.409081 -3.3 5.0 5.3 -0.16
H -3.437039 7.497583 -4.009154 -0.4 -0.1 0.5 0.08
H -1.973952 8.175784 -4.552762 1.0 -0.7 -0.1 0.08
H -2.746533 9.057013 -3.402780 -0.5 -0.2 0.6 0.09
H -1.067107 5.795709 -3.545305 1.1 0.0 0.4 0.12
H -2.536142 5.427938 -2.881514 -0.7 0.1 0.4 0.11
H -1.714085 5.698966 -0.345626 -0.5 0.1 -0.6 0.12
H -0.166121 6.110250 -1.067791 -0.2 1.1 0.2 0.11
H 0.090778 4.038140 -1.973516 -0.1 0.4 -0.2 0.11
H -0.723370 4.082419 0.797859 0.1 0.0 0.1 0.12
H 0.900966 4.083591 0.055699 0.3 0.0 0.8 0.12
H 0.508072 1.781396 -0.787608 1.1 1.5 1.3 0.11
H -1.008067 1.681577 0.039066 -0.3 0.7 0.4 0.13
H -0.009429 -0.192969 1.176134 0.3 3.5 2.6 0.05
H 1.243597 0.120851 2.375577 0.1 2.9 0.9 0.11
H 1.677873 0.266082 0.720590 -1.5 2.0 4.3 -0.13
C 3.344247 -0.983144 0.599857 0.0 0.7 -1.5 -0.04
O 2.522356 0.059764 0.045920 16.0 1.8 -2.7 -0.04
H 4.203427 -0.510650 1.075944 -0.1 -0.4 0.2 0.11
H 2.808064 -1.695855 1.226475 -0.1 1.2 -0.1 0.03
H 3.651300 -1.621991 -0.228215 0.6 0.0 -0.1 0.10
H 1.762169 -0.357167 -0.366262 1.4 -0.5 -2.6 -0.21
C -1.642852 -0.069742 -1.759470 0.8 0.6 0.0 -0.02
O -0.391226 0.590547 -1.410093 -4.8 -0.6 -5.7 -0.18
H -2.088465 -0.454344 -0.842081 0.3 0.3 -0.1 0.08
H -2.319370 0.704915 -2.120490 -0.1 -0.5 -0.7 0.12
H -1.323239 -0.930479 -2.346910 -0.9 1.4 -0.3 0.04
H 0.029096 0.894650 -2.217839 0.1 -0.1 -0.2 0.15
C 0.500044 -1.856810 -0.876084 1.2 -0.8 -3.0 -0.05
O 0.781202 -0.656250 -0.183863 -7.0 -12.2 -4.7 -0.24
H 1.123423 -1.844940 -1.770146 0.1 -0.2 -0.6 0.12
H 0.825329 -2.771016 -0.379599 -0.5 0.3 0.2 0.12
H -0.515208 -1.935125 -1.264956 0.7 -0.1 1.0 0.04
H 0.081690 -0.074871 -0.490920 0.1 1.0 -0.5 -0.07
C -1.841151 -2.863174 -2.827598 2.1 -0.9 -1.1 -0.19
O -2.890558 -1.977177 -2.900108 -2.2 -0.5 -0.1 -0.12
H -1.538823 -3.222713 -1.844021 -0.9 0.0 0.0 0.09
H -1.897128 -3.689367 -3.536381 -0.5 -0.4 0.2 0.10
H -0.991531 -2.300318 -3.214146 0.9 -0.4 0.0 0.08
H -2.937792 -1.814808 -3.845097 -0.6 0.4 0.0 0.11
```
Positions in Å, forces in eV/Å.

=====

[2]
Here is a structure of composition C16H46N4O6Pb in a non-equilibrium geometry from the OMol25 dataset. Energies are from the ωB97M-V functional and the def2-TZVPD basis.

Summary:
* charge: 0
* E_tot: -1500.10118 hartree
* orbital gap: 5.01 eV

The geometry in XYZ format:
```
73
Properties=species:S:1:pos:R:3:forces:R:3:lowdin_charge:R:1
Pb -0.291939 -0.244910 -1.538151 0.7 -1.3 -2.0 1.26
O -1.699349 -2.749530 -3.797931 0.1 0.5 0.4 -0.54
H -2.545839 -3.115450 -4.120571 0.3 0.5 0.5 -0.15
O 2.458801 -1.414290 -3.228641 -0.7 0.6 0.7 -0.54
H 3.330341 -0.989550 -3.349331 -0.7 0.1 0.3 -0.14
C -0.499669 3.733760 -6.338651 -0.3 -0.8 0.7 -0.07
C 0.264011 3.224260 -5.089241 -0.4 -0.1 1.4 -0.34
C 0.184171 4.225070 -3.818271 0.6 -1.7 -2.4 -0.21
O 0.515191 3.583090 -2.615331 -0.6 0.1 0.9 -0.20
C 0.470401 4.603270 -1.634231 -0.5 0.5 0.6 -0.13
N -0.304859 1.878300 -4.640301 0.1 1.2 -0.5 0.03
H -0.636319 2.857650 -6.972581 0.4 0.1 -0.4 0.07
H -0.072939 4.549540 -6.922181 0.1 0.0 0.3 0.08
H -1.535199 3.946020 -6.072731 -0.1 0.5 0.2 0.07
H 1.307741 3.070330 -5.363141 0.0 -0.1 0.2 0.13
H -0.832299 4.618300 -3.834471 -0.1 0.3 0.4 0.12
H 0.935191 5.006160 -3.936431 -0.3 0.4 -0.5 0.12
H 1.149761 5.405830 -1.921401 0.3 0.0 0.4 0.09
H 0.572381 4.306500 -0.590371 1.0 -0.8 -0.3 0.09
H -0.506649 5.072400 -1.518531 -0.6 0.1 -0.8 0.08
H -0.200269 1.239230 -5.415391 0.7 -0.5 -0.1 0.07
H -1.306059 1.991880 -4.709581 -0.6 0.3 0.5 0.05
C -5.250969 2.623600 -1.298811 0.8 0.3 -0.6 -0.07
C -3.844929 2.099880 -0.998391 -0.9 1.0 1.1 -0.44
C -3.617569 2.291660 0.559919 1.4 -0.9 -1.8 -0.18
O -2.312459 1.778800 0.832979 -0.3 0.1 0.9 -0.26
C -2.155299 1.542100 2.232149 1.2 0.0 -0.1 -0.11
N -3.771729 0.710290 -1.371431 0.7 -0.9 1.1 0.03
H -5.363679 3.682810 -1.067581 -0.2 -0.1 0.3 0.08
H -5.947889 1.972000 -0.771751 -0.3 0.3 -0.1 0.08
H -5.388229 2.541820 -2.377041 -0.4 -0.1 0.0 0.08
H -3.080079 2.636490 -1.559781 0.1 0.3 0.2 0.13
H -4.310209 1.731990 1.188509 -0.6 0.0 -0.3 0.12
H -3.633339 3.344020 0.843419 -0.3 0.2 -0.1 0.13
H -2.383219 0.518850 2.530679 -0.4 -0.1 -0.2 0.09
H -2.682609 2.228540 2.894609 -0.3 0.2 -0.3 0.09
H -1.095409 1.683980 2.443369 0.1 0.0 0.0 0.08
H -4.433569 0.282270 -0.739871 0.0 -0.9 0.0 0.08
H -4.071069 0.460850 -2.303241 0.0 0.4 -0.3 0.08
C 5.424951 0.570190 1.759859 2.9 -0.8 -0.4 -0.11
C 4.111401 -0.093050 1.864589 0.3 0.9 -1.4 -0.42
C 3.775921 -0.193420 3.340699 -1.1 0.3 -0.6 -0.23
O 4.911311 -0.655420 4.038989 -0.2 0.0 1.7 -0.18
C 4.928511 -0.474080 5.499949 -0.7 0.2 -0.9 -0.06
N 3.277351 0.835620 1.033329 -1.5 -1.0 1.5 0.03
H 6.206301 -0.143760 2.020389 0.3 0.4 0.6 0.08
H 5.507951 1.496630 2.328129 -0.1 -0.2 0.4 0.10
H 5.702731 0.842990 0.741769 -0.3 0.0 -0.3 0.08
H 4.086851 -1.043150 1.330919 0.2 -0.2 0.4 0.15
H 2.844191 -0.758360 3.369399 0.1 -0.9 0.8 0.12
H 3.437041 0.785750 3.679039 0.4 0.5 0.2 0.12
H 4.401291 -1.262420 6.037209 0.1 -0.4 -0.3 0.08
H 4.420551 0.435990 5.819089 -0.1 0.3 -0.4 0.08
H 5.943041 -0.386150 5.888689 0.1 -0.3 -0.6 0.08
H 3.830761 0.928100 0.193519 -0.3 0.3 -0.2 0.06
H 3.398471 1.667580 1.593039 -0.3 0.9 -0.6 0.05
C -2.373869 -4.466100 0.594349 0.0 -1.6 0.1 -0.06
C -1.311429 -4.444030 1.692329 -0.9 1.0 0.3 -0.47
C -0.866909 -5.769610 2.268739 0.5 -0.2 -1.3 -0.21
O 0.137931 -5.522280 3.254739 -1.2 -1.0 -0.3 -0.18
C 0.445841 -6.704240 3.988349 -0.1 0.7 0.5 -0.10
N -0.215159 -3.631990 1.250569 1.8 0.6 -0.1 0.04
H -2.095409 -5.143660 -0.212791 0.2 -0.1 -0.1 0.08
H -2.593329 -3.530590 0.079799 0.1 0.2 0.6 0.07
H -3.256909 -4.924330 1.039709 -0.4 0.3 -0.2 0.07
H -1.766309 -3.924460 2.535679 0.0 0.3 0.2 0.13
H -0.443979 -6.347600 1.447069 0.5 -0.2 -0.3 0.13
H -1.712469 -6.398590 2.547169 -0.2 0.2 1.0 0.12
H -0.441639 -7.234450 4.333849 -0.3 0.2 0.1 0.08
H 0.968241 -6.294180 4.852669 0.3 -0.6 0.0 0.09
H 1.019441 -7.458340 3.449439 0.4 0.3 -0.3 0.09
H 0.443221 -4.185620 0.721289 -0.3 -0.4 -1.2 0.08
H 0.439741 -3.500750 2.008189 -0.3 0.6 0.9 0.06
```
Positions in Å, forces in eV/Å.

=====

Which formula does entry 1 have?
C16H46N2O8